Computed, not measured: a 3-piece molecular cluster, C38H72F2NO3 overall, with wB97M-V/def2-TZVPD.

XYZ file:
```
116
C38H72F2NO3 | OMol25 | wB97M-V/def2-TZVPD
C 4.1505 -2.0159 1.2352
C 4.6472 -0.9063 2.1649
C 4.4390 0.5110 1.6028
C 3.1276 1.2025 1.9686
N 1.9142 0.5767 1.3694
C 1.3038 -0.3824 2.0849
F 1.8242 -0.6633 3.2608
C 0.1968 -1.0489 1.6448
C -0.3251 -0.7177 0.3946
C -1.5406 -1.5122 -0.0611
O -2.0541 -1.4236 -1.1333
O -1.9979 -2.3304 0.9071
C -2.3212 -3.6786 0.4910
C -1.2024 -4.3057 -0.3260
F -1.3030 -5.6772 -0.2085
C 0.2643 0.3149 -0.3625
C -0.3040 0.7578 -1.6851
C -1.2941 1.9587 -1.5797
C -1.7846 2.3227 -0.1775
C -2.8776 1.3892 0.3886
C -4.1044 2.1640 0.8757
C -5.1099 1.2658 1.5936
C -5.5528 0.0892 0.7084
C -6.9301 -0.4326 1.0870
O -7.2902 -1.5690 0.3242
C -6.7994 -2.7985 0.8171
C 1.3967 0.9617 0.1580
C 2.0093 2.1261 -0.5672
C 3.3422 1.8763 -1.3291
C 3.5479 0.4837 -1.9381
C 2.7748 0.2946 -3.2648
C 5.0591 0.2907 -2.2176
H 3.0705 -1.9940 1.0661
H 4.6619 -1.9716 0.2724
H 4.3736 -2.9898 1.6745
H 4.2302 -1.0070 3.1669
H 5.7274 -1.0399 2.2589
H 4.5692 0.4558 0.5238
H 5.2315 1.1658 1.9744
H 3.0100 1.1730 3.0499
H 3.1334 2.2529 1.6938
H -0.2554 -1.8104 2.2616
H -2.4593 -4.2517 1.4050
H -3.2639 -3.6654 -0.0559
H -0.2292 -3.9933 0.0709
H -1.2546 -4.0434 -1.3830
H 0.5214 1.0644 -2.3254
H -0.7608 -0.0833 -2.1916
H -2.1685 1.7066 -2.1844
H -0.8445 2.8379 -2.0440
H -0.9542 2.4246 0.5294
H -2.2229 3.3227 -0.2525
H -2.4975 0.7750 1.2115
H -3.2031 0.7462 -0.4330
H -3.7569 2.9465 1.5603
H -4.5742 2.6740 0.0281
H -4.6022 0.8555 2.4728
H -5.9651 1.8465 1.9468
H -4.8460 -0.7382 0.8250
H -5.5746 0.3965 -0.3412
H -7.6980 0.3208 0.8963
H -6.9737 -0.6680 2.1592
H -7.6382 -3.4682 1.0234
H -6.2309 -2.6699 1.7432
H -6.1621 -3.2773 0.0689
H 2.1837 2.9290 0.1516
H 1.2701 2.5270 -1.2558
H 4.1798 2.1514 -0.6880
H 3.3622 2.5977 -2.1503
H 3.2657 -0.3146 -1.2445
H 1.9701 -0.4356 -3.1632
H 3.4493 -0.0973 -4.0265
H 2.3748 1.2362 -3.6438
H 5.3299 0.7427 -3.1728
H 5.2811 -0.7770 -2.2789
H 5.6837 0.7161 -1.4300
C -5.5357 1.9620 8.8745
C -4.2504 2.5636 8.3145
C -4.4916 3.6702 7.2888
C -5.2458 3.2281 6.0336
C -4.5897 2.0870 5.2587
C -3.2034 2.4308 4.7215
H -6.1284 1.4769 8.0972
H -5.3152 1.2105 9.6332
H -6.1550 2.7321 9.3382
H -3.6364 1.7710 7.8763
H -3.6648 2.9793 9.1381
H -3.5296 4.1064 7.0040
H -5.0561 4.4774 7.7645
H -5.3525 4.0923 5.3699
H -6.2629 2.9322 6.3027
H -5.2377 1.8271 4.4191
H -4.5289 1.1930 5.8853
H -3.2422 3.3076 4.0706
H -2.7988 1.5978 4.1399
H -2.4979 2.6397 5.5272
C 4.2387 -2.8968 -5.2566
C 5.5739 -2.2291 -5.5728
C 5.4563 -1.0752 -6.5676
C 4.9282 -1.4686 -7.9481
C 5.7445 -2.5444 -8.6624
C 7.1857 -2.1295 -8.9423
H 3.7934 -3.3569 -6.1391
H 4.3650 -3.6813 -4.5084
H 3.5258 -2.1681 -4.8643
H 6.2777 -2.9774 -5.9445
H 6.0069 -1.8417 -4.6452
H 6.4341 -0.5975 -6.6723
H 4.7921 -0.3098 -6.1487
H 4.8971 -0.5720 -8.5746
H 3.8918 -1.8075 -7.8612
H 5.2516 -2.7768 -9.6093
H 5.7362 -3.4712 -8.0818
H 7.2184 -1.2176 -9.5417
H 7.7141 -2.9086 -9.4921
H 7.7416 -1.9470 -8.0211
```

Calculated values
molar mass: 628.994 g/mol
highest occupied orbital energy: -0.4155 hartree
lowest unoccupied orbital energy: -4.45 eV
HOMO-LUMO gap: 6.9 eV
largest force on an atom: 0.95 eV Å⁻¹
total charge: +1

---

Computed, not measured: C38H72F4I2N2O12SSi2 as an isolated structure, with wB97M-V/def2-TZVPD.

XYZ file:
```
133
C38H72F4I2N2O12SSi2 | OMol25 | wB97M-V/def2-TZVPD
C 7.1066 -6.9683 -0.6682
C 6.2609 -5.7455 0.0979
O 5.4830 -6.1740 1.1298
N 6.3892 -4.2893 -0.2941
C 5.7190 -3.3531 0.6871
C 5.8196 -4.0332 -1.7016
C 4.3363 -4.7030 -1.9058
C 3.3546 -3.9125 -2.9545
C 2.0457 -4.7819 -3.4574
Si 0.8839 -5.3328 -1.9742
O -0.7980 -4.9745 -2.2883
Si -1.5867 -4.2168 -0.8679
C -2.1676 -5.5455 0.3813
C -1.2903 -5.7084 1.7477
O 0.1799 -5.7011 1.5551
C -1.7843 -4.7052 2.9919
F -1.3976 -5.4553 4.2456
F -3.2550 -4.5417 3.0625
F -1.0439 -3.4259 3.0455
N -3.1345 -3.5189 -1.5762
C -3.9250 -3.0051 -0.5787
O -4.8539 -2.7351 0.3788
S -0.5272 -2.5312 -0.0624
O -1.3986 -1.5295 0.7624
O -0.0112 -1.6962 -1.2995
F 0.8570 -2.8784 0.8775
C 0.9764 -7.2689 -1.6572
I 2.9027 -7.9134 -0.8224
C 0.4973 -8.1586 -2.9479
C -0.0944 -9.5898 -2.3173
I 2.1589 -8.7341 -4.2873
H 8.1522 -7.0287 -0.1456
H 6.5082 -7.9841 -0.4939
H 7.1464 -6.7461 -1.8171
H 6.4985 -3.1756 1.5653
H 4.6627 -3.6943 1.0590
H 5.5686 -2.3139 0.1365
H 5.8106 -2.8924 -1.9788
H 6.5692 -4.6020 -2.4357
H 4.5184 -5.7849 -2.3745
H 3.8246 -4.7496 -0.8491
H 4.0090 -3.7135 -3.9329
H 3.0905 -2.8493 -2.5278
H 2.4312 -5.6832 -4.0958
H 1.4032 -4.0553 -4.1507
H 1.4550 -4.7204 -0.7861
H -2.1117 -6.5959 -0.1829
H -3.3215 -5.4277 0.6641
H -1.5345 -6.8032 2.1612
H 0.5033 -6.6209 1.2553
H 0.1672 -7.4595 -0.8003
H -0.3911 -7.6209 -3.4908
H -0.5944 -9.4483 -1.2655
H -0.9026 -10.0313 -3.0474
H 0.7854 -10.3712 -2.1671
C 7.0593 2.0221 -0.8869
C 8.4794 1.5182 -0.8906
C 8.4256 0.4113 0.1396
O 7.0976 -0.1290 0.1009
C 6.2716 0.7472 -0.6783
H 6.7785 2.5520 -1.8006
H 6.9076 2.6984 -0.0373
H 8.7222 1.1009 -1.8750
H 9.2194 2.2867 -0.6530
H 8.5993 0.7990 1.1490
H 9.1518 -0.3821 -0.0592
H 6.0630 0.2495 -1.6316
H 5.3243 0.9190 -0.1598
C 1.7923 1.1370 3.0573
C 2.9571 1.6105 3.8879
C 4.0823 1.6254 2.8763
O 3.4913 1.9091 1.6006
C 2.0667 1.7952 1.7228
H 0.8179 1.4060 3.4729
H 1.8312 0.0463 2.9511
H 2.7657 2.6279 4.2488
H 3.1684 0.9752 4.7518
H 4.5691 0.6467 2.8088
H 4.8422 2.3780 3.1055
H 1.6465 2.8062 1.6855
H 1.6692 1.2207 0.8816
C 2.7121 4.5571 -2.1609
C 3.6443 5.1207 -3.2021
C 4.9392 4.4027 -2.8899
O 4.5851 3.1218 -2.3504
C 3.1805 3.1220 -2.0601
H 1.6550 4.6429 -2.4249
H 2.8701 5.0700 -1.2047
H 3.2944 4.8418 -4.2030
H 3.7399 6.2088 -3.1641
H 5.5169 4.9378 -2.1287
H 5.5680 4.2685 -3.7748
H 2.6854 2.4900 -2.8053
H 3.0088 2.6929 -1.0691
C -2.5742 2.8720 1.2324
C -2.4988 1.4927 0.6302
C -2.5833 1.7888 -0.8513
O -1.9897 3.0789 -1.0523
C -1.8025 3.6989 0.2275
H -2.1610 2.9338 2.2423
H -3.6183 3.2051 1.2675
H -1.5294 1.0379 0.8656
H -3.2861 0.8181 0.9761
H -3.6243 1.8439 -1.1869
H -2.0600 1.0442 -1.4581
H -0.7295 3.6914 0.4483
H -2.1434 4.7371 0.1877
C -7.1171 3.8990 2.2953
C -6.8420 4.5245 0.9522
C -7.5509 5.8560 1.0717
O -7.5059 6.2288 2.4559
C -7.0660 5.0965 3.2187
H -6.4042 3.1178 2.5706
H -8.1235 3.4639 2.3029
H -5.7641 4.6847 0.8316
H -7.1956 3.9272 0.1080
H -8.6038 5.7732 0.7820
H -7.0824 6.6363 0.4649
H -6.0420 5.2963 3.5526
H -7.7028 4.9752 4.0993
C -10.9681 7.8106 2.0183
C -12.2903 7.5550 1.3422
C -12.5378 8.8643 0.6251
O -11.2522 9.4062 0.2926
C -10.2479 8.6603 0.9944
H -10.4226 6.8992 2.2756
H -11.1267 8.3871 2.9375
H -12.1828 6.7438 0.6124
H -13.0938 7.2887 2.0336
H -13.0458 9.5840 1.2758
H -13.1308 8.7380 -0.2854
H -9.7216 8.0381 0.2623
H -9.5291 9.3472 1.4495
```

Calculated values
molar mass: 1167.035 g/mol
highest occupied orbital energy: -0.3350 hartree
lowest unoccupied orbital energy: -1.47 eV
HOMO-LUMO gap: 7.6 eV
ΔE to the lowest compared entry with this formula, charge and spin: 1165.09 kJ/mol
largest force on an atom: 11.45 eV Å⁻¹